Model i:
Density functional theory data (ωB97M-V/def2-TZVPD) for one molecule with the formula C4H9NO2.

Values from the calculation:
**SMILES**: C/N=C/OCCO
**HOMO energy**: -0.3563 Ha
**Orbital gap**: 10.653 eV
**Lowest unoccupied orbital energy**: 0.0352 Eh

The geometry in ORCA input format:
```
! RIJCOSX wB97M-V def2-TZVPD def2/J DEFGRID3
* xyz 0 1
O 2.240 -1.978 -1.612
O -0.910 -0.749 -0.281
N -0.485 1.359 0.578
C -1.204 0.331 0.461
C -1.032 2.436 1.382
C 1.350 -1.600 -0.581
C 0.238 -0.713 -1.131
H 1.870 -1.102 0.251
H -2.175 0.185 0.949
H -2.015 2.196 1.818
H 0.574 0.321 -1.247
H -1.144 3.331 0.759
H 0.910 -2.526 -0.199
H -0.075 -1.121 -2.097
H -0.344 2.689 2.197
H 2.601 -1.178 -2.013
*
```

=====

Model ii:
Density functional theory data (ωB97M-V/def2-TZVPD) for one molecule with the formula C4H9NO2.

Values from the calculation:
**SMILES**: C[C@H]1CO[C@H](O)N1
**HOMO energy**: -0.3568 Ha
**Orbital gap**: 10.658 eV
**Lowest unoccupied orbital energy**: 0.0349 Eh

The geometry in ORCA input format:
```
! RIJCOSX wB97M-V def2-TZVPD def2/J DEFGRID3
* xyz 0 1
O 1.103 1.353 -0.068
O -0.581 2.604 0.673
N -1.007 0.442 -0.251
C -0.250 1.678 -0.325
C -0.137 -0.544 0.391
C -0.456 -1.951 -0.066
C 1.262 -0.059 0.023
H 0.045 2.354 1.357
H -0.263 -0.467 1.481
H 0.208 -2.674 0.415
H 2.017 -0.343 0.774
H -1.271 0.142 -1.183
H -0.327 -2.033 -1.153
H -1.490 -2.205 0.182
H -0.449 2.153 -1.301
H 1.595 -0.449 -0.949
*
```

=====

Decreasing stability: model ii, model i

=====

Model i:
Density functional theory data (ωB97M-V/def2-TZVPD) for one molecule with the formula C4H9NO2.

Values from the calculation:
**SMILES**: C=[N+]([O-])CCOC
**HOMO energy**: -0.3204 Ha
**Orbital gap**: 9.563 eV
**Lowest unoccupied orbital energy**: 0.0310 Eh

The geometry in ORCA input format:
```
! RIJCOSX wB97M-V def2-TZVPD def2/J DEFGRID3
* xyz 0 1
O 2.103 0.699 -0.130
O -1.730 0.335 0.094
N 1.439 -0.329 0.141
C 1.468 -1.420 -0.550
C -1.469 0.467 -1.290
C -0.802 0.882 0.938
C 0.591 -0.250 1.299
H -1.257 1.036 1.911
H 0.861 -2.260 -0.268
H -0.306 1.773 0.551
H 2.097 -1.472 -1.420
H -2.423 0.335 -1.796
H -0.766 -0.293 -1.640
H 1.109 0.242 2.114
H 0.151 -1.201 1.570
H -1.066 1.456 -1.524
*
```

=====

Model ii:
Density functional theory data (ωB97M-V/def2-TZVPD) for one molecule with the formula C4H9NO2.

Values from the calculation:
**SMILES**: CNCC(=O)OC
**HOMO energy**: -0.3342 Ha
**Orbital gap**: 10.021 eV
**Lowest unoccupied orbital energy**: 0.0341 Eh

The geometry in ORCA input format:
```
! RIJCOSX wB97M-V def2-TZVPD def2/J DEFGRID3
* xyz 0 1
O 0.875 -1.301 -0.606
O 1.457 0.467 0.635
N -1.845 -0.626 0.460
C -2.150 0.587 -0.280
C 2.612 0.545 -0.202
C -0.595 -0.617 1.194
C 0.642 -0.545 0.310
H -3.197 0.549 -0.597
H -1.845 -1.417 -0.173
H 3.108 -0.426 -0.257
H -0.537 -1.543 1.775
H 2.325 0.829 -1.217
H -0.563 0.207 1.911
H 3.249 1.298 0.256
H -2.032 1.428 0.408
H -1.535 0.774 -1.178
*
```

=====

Decreasing stability: model ii, model i

=====

Model i:
Density functional theory data (ωB97M-V/def2-TZVPD) for a 2-piece molecular cluster, C4H9NO2 overall.

Values from the calculation:
**HOMO energy**: -0.3071 Ha
**Orbital gap**: 8.679 eV
**Lowest unoccupied orbital energy**: 0.0118 Eh

The geometry in ORCA input format:
```
! RIJCOSX wB97M-V def2-TZVPD def2/J DEFGRID3
* xyz 0 1
O 0.522 0.832 0.283
O -1.158 -1.328 -0.572
N 1.876 -0.985 0.531
C 1.445 0.219 -1.319
C -0.913 0.937 0.282
C 1.157 -0.198 1.128
C -1.598 -0.420 0.410
H -1.222 1.616 1.085
H -0.290 -1.654 -0.286
H 2.495 0.464 -1.234
H 0.890 -0.022 2.174
H 0.851 1.003 -1.788
H -1.454 -0.823 1.424
H -2.676 -0.277 0.271
H -1.164 1.402 -0.678
H 1.241 -0.766 -1.712
*
```

=====

Model ii:
Density functional theory data (ωB97M-V/def2-TZVPD) for one molecule with the formula C4H9NO2.

Values from the calculation:
**SMILES**: COC(C)(C)N=O
**HOMO energy**: -0.3255 Ha
**Orbital gap**: 8.887 eV
**Lowest unoccupied orbital energy**: 0.0011 Eh

The geometry in ORCA input format:
```
! RIJCOSX wB97M-V def2-TZVPD def2/J DEFGRID3
* xyz 0 1
O 0.524 0.953 -0.222
O -0.030 -0.405 2.405
N -0.633 0.348 1.662
C -1.636 0.592 -0.671
C -0.457 0.019 0.082
C 1.859 0.771 0.276
C -0.188 -1.345 -0.360
H 1.952 -0.112 0.975
H -1.860 1.646 -0.411
H 2.272 1.740 0.780
H 2.600 0.553 -0.569
H 0.775 -1.849 0.019
H -2.599 -0.143 -0.663
H -1.346 0.766 -1.692
H -1.097 -2.004 -0.078
H -0.138 -1.529 -1.531
*
```

=====

Decreasing stability: model ii, model i

=====

Model i:
Density functional theory data (ωB97M-V/def2-TZVPD) for a 2-piece molecular cluster, C4H9NO2 overall.

Values from the calculation:
**HOMO energy**: -0.3289 Ha
**Orbital gap**: 8.886 eV
**Lowest unoccupied orbital energy**: -0.0023 Eh

The geometry in ORCA input format:
```
! RIJCOSX wB97M-V def2-TZVPD def2/J DEFGRID3
* xyz 0 1
O -1.428 1.157 -1.083
O -0.483 1.330 -2.017
N 0.963 0.674 1.276
C -2.260 -0.076 0.748
C 2.192 -0.669 -0.409
C 1.271 0.408 0.082
C -1.382 0.065 -0.435
H -1.671 -0.436 1.591
H 3.089 -0.219 -0.835
H 1.323 -0.012 1.952
H 2.471 -1.358 0.386
H -0.937 -0.817 -0.898
H 0.874 1.110 -0.738
H 1.709 -1.224 -1.216
H -3.051 -0.811 0.566
H -2.681 0.878 1.029
*
```

=====

Model ii:
Density functional theory data (ωB97M-V/def2-TZVPD) for one molecule with the formula C4H9NO2.

Values from the calculation:
**SMILES**: NCCCC(=O)O
**HOMO energy**: -0.3448 Ha
**Orbital gap**: 10.226 eV
**Lowest unoccupied orbital energy**: 0.0310 Eh

The geometry in ORCA input format:
```
! RIJCOSX wB97M-V def2-TZVPD def2/J DEFGRID3
* xyz 0 1
O -2.032 -0.022 0.880
O -1.459 -0.897 -1.100
N 2.183 -0.492 -0.731
C -1.273 -0.063 -0.257
C -0.275 1.065 -0.303
C 0.836 0.949 0.718
C 1.612 -0.350 0.628
H 2.015 -1.401 -1.133
H 3.177 -0.305 -0.754
H -0.813 2.012 -0.241
H 1.511 1.803 0.605
H 0.107 1.047 -1.323
H 0.474 1.179 1.727
H 2.399 -0.470 1.369
H 0.915 -1.188 0.733
H -2.432 -0.900 0.952
*
```

=====

Model iii:
Density functional theory data (ωB97M-V/def2-TZVPD) for C4H9NO2 as an isolated structure.

Values from the calculation:
**HOMO energy (alpha / beta)**: -0.3185 / -0.3170 Ha
**Orbital gap (alpha / beta)**: 7.655 / 7.874 eV
**Lowest unoccupied orbital energy (alpha / beta)**: -0.0372 / -0.0277 Eh

The geometry in ORCA input format:
```
! RIJCOSX wB97M-V def2-TZVPD def2/J DEFGRID3
* xyz 0 1
O 1.348 -0.414 0.429
O -0.267 -0.851 1.008
N -1.468 -0.020 -2.383
C -1.097 0.259 -1.247
C -1.149 -1.029 0.061
C -0.501 1.475 -0.696
C 2.107 -0.264 1.577
H -1.762 -0.961 -2.628
H 0.514 1.205 -0.341
H -2.174 -0.789 0.386
H 3.162 -0.339 1.279
H -1.045 -1.964 -0.513
H -0.434 2.239 -1.472
H -1.076 1.821 0.161
H 1.905 -1.067 2.301
H 1.935 0.699 2.078
*
```

=====

Model iv:
Density functional theory data (ωB97M-V/def2-TZVPD) for one molecule with the formula C4H9NO2.

Values from the calculation:
**SMILES**: CN[C@H](C)C(=O)O
**HOMO energy**: -0.3267 Ha
**Orbital gap**: 9.724 eV
**Lowest unoccupied orbital energy**: 0.0306 Eh

The geometry in ORCA input format:
```
! RIJCOSX wB97M-V def2-TZVPD def2/J DEFGRID3
* xyz 0 1
O -0.148 2.441 1.021
O -0.747 1.812 -1.039
N 1.051 -0.416 -0.735
C -0.204 1.548 -0.007
C 0.203 -1.319 -1.479
C 0.469 0.257 0.410
C -0.563 -0.525 1.239
H -0.197 -1.503 1.566
H 1.944 -0.831 -0.497
H -1.479 -0.680 0.689
H -0.630 -0.749 -1.894
H -0.785 0.033 2.144
H 1.293 0.542 1.071
H 0.738 -1.699 -2.338
H -0.257 -2.115 -0.882
H -0.688 3.204 0.732
*
```

=====

Decreasing stability: model ii, model iv, model i, model iii

=====

Model i:
Density functional theory data (ωB97M-V/def2-TZVPD) for one molecule with the formula C4H9NO2.

Values from the calculation:
**SMILES**: C/N=C\OCCO
**HOMO energy**: -0.3510 Ha
**Orbital gap**: 10.475 eV
**Lowest unoccupied orbital energy**: 0.0339 Eh

The geometry in ORCA input format:
```
! RIJCOSX wB97M-V def2-TZVPD def2/J DEFGRID3
* xyz 0 1
O 0.054 0.529 1.305
O -0.732 -1.593 0.142
N 1.849 0.682 -0.354
C 1.213 1.003 0.679
C 1.678 -0.329 -1.388
C -1.776 -0.676 0.349
C -1.189 0.715 0.626
H -2.409 -1.003 1.188
H -2.392 -0.645 -0.554
H 1.617 0.177 -2.361
H 1.584 1.802 1.319
H -0.064 -1.319 0.797
H 2.603 -0.923 -1.436
H -1.867 1.309 1.255
H -0.994 1.273 -0.292
H 0.826 -1.003 -1.275
*
```

=====

Model ii:
Density functional theory data (ωB97M-V/def2-TZVPD) for one molecule with the formula C4H9NO2.

Values from the calculation:
**SMILES**: CCNCC(=O)O
**HOMO energy**: -0.3506 Ha
**Orbital gap**: 10.373 eV
**Lowest unoccupied orbital energy**: 0.0306 Eh

The geometry in ORCA input format:
```
! RIJCOSX wB97M-V def2-TZVPD def2/J DEFGRID3
* xyz 0 1
O -1.690 -0.934 -1.057
O -1.777 1.157 -0.183
N 0.651 0.192 0.834
C 2.963 0.220 -0.238
C -1.548 -0.192 -0.131
C 1.465 -0.050 -0.358
C -0.578 -0.517 1.048
H -0.571 -1.614 1.171
H 1.262 0.076 1.632
H 1.227 -1.080 -0.678
H 3.445 -0.267 0.626
H -0.847 1.449 -0.054
H 3.408 -0.143 -1.159
H 1.025 0.526 -1.197
H -1.067 -0.158 1.949
H 3.099 1.296 -0.084
*
```

=====

Decreasing stability: model ii, model i

=====

Model i:
Density functional theory data (ωB97M-V/def2-TZVPD) for one molecule with the formula C3H2OS3.

Values from the calculation:
**SMILES**: S=C1OCSC1=S
**HOMO energy**: -0.3300 Ha
**Orbital gap**: 7.659 eV
**Lowest unoccupied orbital energy**: -0.0485 Eh

The geometry in ORCA input format:
```
! RIJCOSX wB97M-V def2-TZVPD def2/J DEFGRID3
* xyz 0 1
S 1.589 2.402 -0.034
S 2.599 -0.637 0.073
S -1.083 1.173 0.062
O 0.087 -1.131 -0.179
C 1.132 -0.281 -0.108
C 0.637 1.146 -0.197
C -1.271 -0.606 0.018
H -2.139 -1.192 -0.725
H -1.551 -0.874 1.090
*
```

=====

Model ii:
Density functional theory data (ωB97M-V/def2-TZVPD) for one molecule with the formula C3H2OS3.

Values from the calculation:
**SMILES**: O=C(C=S)C(=S)S
**HOMO energy**: -0.3326 Ha
**Orbital gap**: 7.490 eV
**Lowest unoccupied orbital energy**: -0.0573 Eh

The geometry in ORCA input format:
```
! RIJCOSX wB97M-V def2-TZVPD def2/J DEFGRID3
* xyz 0 1
S -1.142 2.313 -0.025
S -0.130 -2.257 0.629
S 0.217 -0.526 -1.839
O 1.171 0.058 1.791
C 0.617 0.345 0.755
C 0.323 1.740 0.387
C 0.203 -0.800 -0.256
H -0.528 -3.073 -0.368
H 1.186 2.424 0.485
*
```

=====

Decreasing stability: model ii, model i